Formula: C4H7F
Source: the OMol25 dataset
Level of theory: ωB97M-V/def2-TZVPD

Results
* DFT total energy: -256.361547 Eh
* total charge: 0
* SMILES string: CC1(F)CC1
* HOMO energy: -10.024 eV
* gap between HOMO and LUMO: 11.05 eV
* E_LUMO: 1.03 eV

Geometry (Å):
C: 1.47739 -0.36979 -0.02007
C: 0.13608 0.42991 0.01789
F: 0.30927 1.93289 -0.10972
C: -1.06105 0.17319 0.70231
C: -1.06812 -0.17128 -0.68738
H: 2.06239 -0.46761 1.02252
H: 2.05820 0.23546 -0.76149
H: 0.92645 -1.42447 -0.20724
H: -1.55501 1.07280 0.89245
H: -0.96792 -0.55268 1.64247
H: -0.82743 -1.26129 -0.82761
H: -1.49027 0.40287 -1.66413

Atom-resolved charges from natural (NBO), all expressed in e: -0.644 0.349 -0.411 -0.468 -0.449 0.218 0.251 0.223 0.249 0.219 0.209 0.253


Formula: C5H10O
Source: the OMol25 dataset
Level of theory: ωB97M-V/def2-TZVPD

Results
* DFT total energy: -271.659109 Eh
* total charge: 0
* SMILES string: C[C@H]1C[C@]1(C)O
* HOMO energy: -9.184 eV
* gap between HOMO and LUMO: 10.20 eV
* E_LUMO: 1.01 eV

Geometry (Å):
C: -0.13408 -1.09613 1.58042
C: -0.62461 -0.67332 0.17334
C: -1.10277 0.81767 0.21084
C: 0.11430 0.39020 -0.56374
C: 1.60888 0.48459 -0.45944
O: -0.30104 0.47515 -1.92610
H: -0.82114 -1.81261 2.05019
H: 0.85910 -1.56386 1.58711
H: -0.06821 -0.24568 2.28046
H: -1.09703 -1.43757 -0.42085
H: -1.85082 1.22403 -0.45357
H: -1.47310 0.64657 1.19540
H: 2.02851 1.47554 -0.65007
H: 1.98380 -0.20780 -1.22920
H: 1.95792 0.11202 0.50274
H: 0.47255 0.65456 -2.47300

Atom-resolved charges from natural (NBO), all expressed in e: -0.633 -0.233 -0.503 0.251 -0.635 -0.713 0.221 0.211 0.210 0.218 0.231 0.251 0.215 0.210 0.225 0.474


Formula: C14H25F2IN2O3P
Source: the OMol25 dataset
Level of theory: ωB97M-V/def2-TZVPD

Results
* DFT total energy: -1722.065631 Eh
* total charge: +1
* HOMO energy: -10.955 eV
* gap between HOMO and LUMO: 3.71 eV
* E_LUMO: -7.25 eV

Geometry (Å):
O: 1.49297 -2.62822 4.82056
C: 1.32065 -2.11427 3.78344
F: 0.58372 -2.79027 2.84516
N: 1.93397 -0.82451 3.54151
P: 3.34936 -0.90439 2.46076
C: 4.40556 -2.29192 3.17039
C: 5.84977 -1.79106 3.58979
C: 5.84260 -0.53459 4.51676
I: 4.84550 -1.02351 6.40713
C: 0.97667 0.17840 3.14850
O: 0.39261 0.75328 3.98396
F: 0.68967 0.49194 1.83623
H: 2.99925 -1.33243 1.14323
H: 4.51264 -3.06533 2.36563
H: 3.95888 -2.77181 4.07388
H: 6.49757 -1.59618 2.69436
H: 6.32888 -2.66028 4.11734
H: 6.88694 -0.25436 4.80569
H: 5.40313 0.37218 4.03724
C: -4.31378 1.28695 -3.11841
C: -3.06065 0.41211 -3.35279
C: -3.06884 -0.80110 -2.39678
C: -2.71167 -0.44558 -0.95585
C: -1.38671 0.31128 -0.89266
C: -1.35347 1.55503 -1.80507
N: -1.81867 1.23955 -3.19799
O: -0.90933 0.66348 -3.77792
C: -2.21858 2.67784 -1.18051
C: 0.06876 2.15452 -1.78492
C: -3.25942 -0.10338 -4.79415
H: -4.45242 1.59775 -2.08689
H: -4.28824 2.18109 -3.74492
H: -5.21749 0.73493 -3.37697
H: -2.35505 -1.55418 -2.75190
H: -4.04997 -1.27916 -2.41919
H: -3.51372 0.13932 -0.49934
H: -2.63351 -1.36245 -0.36588
H: -1.19035 0.60586 0.14003
H: -0.58031 -0.37704 -1.17159
H: -2.41351 3.47575 -1.89993
H: -1.70934 3.12858 -0.32934
H: -3.16884 2.32608 -0.78524
H: 0.83290 1.43710 -2.09052
H: 0.33450 2.46993 -0.77634
H: 0.13613 3.02861 -2.43610
H: -3.23104 0.71844 -5.51350
H: -4.22786 -0.59324 -4.89123
H: -2.50987 -0.84075 -5.08566

Atom-resolved charges from natural (NBO), all expressed in e: -0.468 0.949 -0.330 -0.774 0.684 -0.729 -0.433 -0.518 0.071 0.960 -0.467 -0.350 -0.038 0.249 0.272 0.221 0.232 0.238 0.232 -0.637 0.093 -0.399 -0.415 -0.404 0.093 0.321 -0.077 -0.636 -0.621 -0.621 0.224 0.232 0.247 0.227 0.260 0.216 0.256 0.269 0.226 0.231 0.250 0.221 0.233 0.252 0.236 0.237 0.249 0.235


Formula: H3O6
Source: the OMol25 dataset
Level of theory: ωB97M-V/def2-TZVPD

Results
* DFT total energy: -452.365601 Eh
* total charge: +1
* HOMO energy (spin up / spin down): -15.096 / -15.894 eV
* gap between HOMO and LUMO (spin up / spin down): 6.33 / 9.97 eV
* E_LUMO (spin up / spin down): -8.76 / -5.92 eV

Geometry (Å):
O: -0.33647 0.81741 -2.73457
O: 0.78264 0.67095 1.72003
O: -0.52415 -1.12838 1.79845
O: -0.98685 0.65231 -1.71213
O: 0.40021 -0.47700 -0.21395
O: 0.50665 -0.59374 1.07774
H: -0.76214 0.40480 -3.59461
H: 1.21039 1.34326 1.09071
H: -0.29030 -1.68960 2.56834

Atom-resolved charges from natural (NBO), all expressed in e: -0.179 -0.344 -0.331 -0.010 -0.036 0.344 0.495 0.524 0.536


Formula: C20H55Br2N15O31P
Source: the OMol25 dataset
Level of theory: ωB97M-V/def2-TZVPD

Results
* DFT total energy: -9436.543525 Eh
* total charge: +1
* HOMO energy: -12.089 eV
* gap between HOMO and LUMO: 8.54 eV
* E_LUMO: -3.54 eV

Geometry (Å):
C: 3.65935 -0.22427 4.77348
C: 3.74663 0.91621 3.76562
O: 2.67568 0.86558 2.75278
P: 1.22397 1.28847 3.13685
C: 0.21012 -0.12080 3.47674
Br: 0.66664 -1.63743 2.44264
C: -0.78939 -0.11956 4.36956
C: -1.22460 1.00795 5.24349
Br: -1.80771 -1.66963 4.64634
H: 4.35746 -1.01620 4.51761
H: 2.65770 -0.64346 4.83157
H: 3.93022 0.14021 5.76199
H: 3.74701 1.89649 4.24185
H: 4.66068 0.84893 3.18239
H: 1.26806 2.16440 4.21684
H: 0.70596 1.96466 2.03789
H: -2.15194 1.42671 4.85482
H: -1.40627 0.62429 6.24481
H: -0.48790 1.80204 5.31454
C: 3.79062 -0.83392 -0.11766
N: 5.22001 -1.09534 -0.44473
O: 5.57894 -2.25140 -0.51597
O: 5.92248 -0.12080 -0.60026
H: 3.29030 -1.78767 0.00871
H: 3.76952 -0.25184 0.79501
H: 3.36342 -0.26577 -0.93854
C: -1.20870 -4.94088 0.51091
N: 0.25045 -5.01122 0.25648
O: 0.75613 -6.09524 0.06421
O: 0.86084 -3.95451 0.22910
H: -1.61749 -5.94294 0.46280
H: -1.36167 -4.49631 1.49063
H: -1.63033 -4.31284 -0.26324
C: 3.46406 -5.02621 -1.73736
N: 3.76387 -5.47159 -3.12514
O: 3.61426 -4.66716 -4.02276
O: 4.12149 -6.62118 -3.26592
H: 3.14756 -3.99153 -1.77779
H: 2.67362 -5.66365 -1.35601
H: 4.36849 -5.14124 -1.14806
C: -4.41083 -2.86495 -2.97862
N: -3.79748 -3.01958 -1.63985
O: -3.62898 -2.01154 -0.97271
O: -3.44878 -4.11883 -1.27232
H: -4.58008 -1.80472 -3.11511
H: -3.71635 -3.25743 -3.71263
H: -5.35181 -3.40500 -2.99084
C: -2.40128 0.71408 0.28545
N: -3.27186 1.85929 -0.08623
O: -3.90613 1.79739 -1.11422
O: -3.26835 2.81406 0.67405
H: -2.49878 -0.06171 -0.45768
H: -1.38910 1.10453 0.33203
H: -2.73190 0.37368 1.26406
C: 0.21716 -2.28153 -3.11054
N: -0.97136 -1.38064 -3.11528
O: -1.81195 -1.57170 -3.96860
O: -1.02581 -0.54098 -2.23906
H: 0.11720 -2.98463 -3.92796
H: 1.09570 -1.65349 -3.22391
H: 0.23128 -2.78991 -2.14987
C: 0.54718 -4.31785 5.88755
N: 1.70872 -3.39512 6.02064
O: 1.46726 -2.20141 6.11403
O: 2.81357 -3.87920 5.99791
H: -0.34355 -3.70607 5.92559
H: 0.65491 -4.82462 4.93310
H: 0.57676 -5.03397 6.70270
C: -1.44913 3.66890 -3.05113
N: -0.13023 3.35664 -2.44393
O: -0.06802 2.47221 -1.60514
O: 0.82371 4.01025 -2.80721
H: -2.18749 3.01750 -2.60441
H: -1.66329 4.71336 -2.84284
H: -1.36193 3.50628 -4.11960
C: -7.19848 -1.39037 0.90770
N: -6.77159 -1.79161 -0.45952
O: -6.71164 -0.93614 -1.31366
O: -6.50679 -2.96686 -0.62775
H: -7.39782 -0.32578 0.90124
H: -8.08748 -1.96419 1.14981
H: -6.38771 -1.64715 1.58245
C: 2.31647 6.65386 -1.55547
N: 1.89100 8.05149 -1.83690
O: 0.91898 8.21849 -2.54549
O: 2.54110 8.93732 -1.32268
H: 1.64260 5.97971 -2.06553
H: 3.33751 6.53990 -1.90822
H: 2.25712 6.51138 -0.48237
C: -0.42463 -7.62287 -2.88189
N: -1.37045 -6.48323 -2.72314
O: -2.54411 -6.72418 -2.56143
O: -0.88765 -5.36079 -2.77191
H: -0.99258 -8.54283 -2.82205
H: 0.05740 -7.50915 -3.84817
H: 0.30569 -7.54667 -2.08175
C: -4.32413 1.56393 -6.15909
N: -3.12252 2.39517 -5.87868
O: -3.23331 3.60191 -5.91268
O: -2.09297 1.80409 -5.61143
H: -5.15204 2.22882 -6.37065
H: -4.08582 0.93245 -7.00919
H: -4.50707 0.95934 -5.27553
C: -1.64466 5.48923 2.63039
N: -1.59999 4.45758 3.69779
O: -2.54785 4.33196 4.42735
O: -0.58819 3.75940 3.78694
H: -2.60226 5.99120 2.68699
H: -0.81985 6.17137 2.80764
H: -1.51841 4.97531 1.68139
C: 2.89125 5.05151 3.73234
N: 2.13346 5.75137 2.66376
O: 1.32829 6.59627 2.98615
O: 2.36643 5.39754 1.52711
H: 2.57922 5.43057 4.69820
H: 2.65995 3.99681 3.62073
H: 3.94910 5.22674 3.56019
C: 3.95936 2.49036 -3.32497
N: 5.12791 3.31036 -2.89916
O: 4.98007 4.51433 -2.83587
O: 6.14538 2.71225 -2.62738
H: 3.12965 3.15843 -3.52187
H: 4.24893 1.93332 -4.21051
H: 3.73462 1.81339 -2.50683

Results of the Löwdin charge analysis, in e, for atoms 1 through 99: -0.047 -0.208 -0.356 0.952 -0.883 0.805 -0.792 -0.123 0.856 0.092 0.034 0.094 0.101 0.127 0.050 0.066 0.096 0.087 0.049 0.048 -0.448 0.073 0.078 0.080 0.071 0.093 0.053 -0.421 0.070 -0.020 0.106 0.098 0.062 0.042 -0.450 0.059 0.069 0.075 0.068 0.106 0.044 -0.411 0.032 0.045 0.091 0.094 0.100 0.036 -0.433 0.085 0.037 0.046 0.077 0.098 0.057 -0.417 0.071 0.046 0.095 0.101 0.078 0.044 -0.433 0.015 0.096 0.029 0.103 0.108 0.065 -0.416 0.038 0.053 0.079 0.115 0.074 0.054 -0.437 0.078 0.053 0.097 0.103 0.098 0.049 -0.450 0.062 0.064 0.061 0.096 0.066 0.062 -0.429 0.089 0.025 0.099 0.107 0.084 0.058 -0.442 0.076


Formula: C12H11NS2
Source: the OMol25 dataset
Level of theory: ωB97M-V/def2-TZVPD

Results
* DFT total energy: -1314.801975 Eh
* total charge: 0
* HOMO energy (spin up / spin down): -7.098 / -7.053 eV
* gap between HOMO and LUMO (spin up / spin down): 5.51 / 5.53 eV
* E_LUMO (spin up / spin down): -1.59 / -1.52 eV

Geometry (Å):
C: -3.85956 -0.68402 -0.61835
C: 2.84523 1.86980 -0.12779
C: -3.14873 0.58008 -0.51201
C: 1.44373 2.01304 -0.14643
C: -3.23586 -1.91253 -0.91087
C: 3.79190 0.86003 0.12874
C: -1.09488 -0.64550 -0.55690
C: 0.23675 -0.28888 -0.39390
C: -1.81291 0.61019 -0.46217
C: 0.36092 1.14712 -0.29930
C: -1.70394 -2.01739 -0.70869
C: 3.95136 -0.46192 -0.12043
N: -0.91918 1.63906 -0.36440
S: 5.00561 -1.56836 -0.45102
S: 1.75746 -1.28296 -0.52115
H: -4.92417 -0.47578 -0.80707
H: 3.30603 2.83070 0.03658
H: -3.88259 1.41440 -0.41851
H: 1.14421 2.96052 -0.30616
H: -3.65097 -2.95970 -0.99512
H: 4.78968 1.35671 0.29438
H: -1.41877 -2.65222 0.16071
H: -1.34380 -2.58428 -1.52782
H: -1.20108 2.55284 -0.07890
H: 1.40047 -1.23440 4.86787
H: 2.16311 -1.06657 4.83871

Atom-resolved charges from natural (NBO), all expressed in e: -0.241 -0.019 -0.226 -0.363 -0.131 -0.452 -0.029 -0.159 0.153 0.283 -0.484 -0.032 -0.525 0.160 -0.142 0.216 0.208 0.219 0.200 0.222 0.227 0.254 0.247 0.415 -0.002 0.002


Looking at energy relative to the best compared isomer or geometry (same formula, charge and spin) for the records above, in order, we have 216.09, 245.50, 182.66, 249.79, 0.00, 150.55 kJ/mol.